(1)
25
Properties=species:S:1:pos:R:3:forces:R:3 method="wB97M-V/def2-TZVPD" e_lumo_ev=-0.62 smiles="CCCC(=O)N(N=O)C(=O)OCC" e_above_lowest_kcal_mol=67.2 total_energy_ev=-18621.231
O -0.822 -1.057 -1.287 1.051 -0.186 -0.627
O 0.243 -0.065 -3.623 0.132 1.020 1.768
O 1.985 2.412 -1.335 -0.838 -2.767 -0.097
O 1.195 -1.420 -0.309 -0.558 0.060 -1.052
N 0.900 0.400 -1.603 -0.192 -0.223 -0.537
N 0.426 0.819 -2.814 -0.266 -0.013 -2.740
C -1.843 -2.441 0.425 0.121 1.668 -0.588
C 1.740 1.227 0.683 -0.133 -0.944 -0.550
C -1.238 -2.409 -0.965 -0.361 -0.438 -0.146
C -0.322 2.399 1.540 -0.780 -0.879 0.187
C 1.594 1.338 -0.855 0.974 4.359 1.605
C 0.483 -0.805 -1.075 -0.211 -1.691 2.441
C 0.457 1.049 1.510 -0.135 1.316 0.053
H -1.978 -2.703 -1.736 0.303 0.469 0.428
H 2.296 2.120 0.973 -0.344 0.038 -0.139
H 0.330 3.221 1.857 -0.192 -0.131 -0.146
H -1.151 -2.098 1.194 0.129 -0.060 -0.145
H -1.169 2.310 2.250 0.472 0.204 -0.259
H -0.408 -3.113 -1.073 0.110 0.376 0.144
H 2.383 0.405 0.916 0.518 -0.705 -0.031
H -2.718 -1.773 0.433 0.174 -0.309 0.133
H -2.135 -3.425 0.645 -0.551 -1.378 0.400
H -0.793 2.630 0.559 0.569 -0.063 0.492
H -0.192 0.251 1.164 -0.015 -0.073 -0.334
H 0.738 0.728 2.526 0.022 0.351 -0.260



(2)
26
Properties=species:S:1:pos:R:3:forces:R:3 method="wB97M-V/def2-TZVPD" e_lumo_ev=0.05 smiles="N[C@@H](CCC(=O)O)C(=O)NCC(=O)O" e_above_lowest_kcal_mol=121.4 total_energy_ev=-20667.567
O -1.520 0.181 -3.884 -1.751 -1.167 -4.232
O 0.372 1.602 0.074 -0.045 0.551 0.043
O 2.813 0.849 4.007 -2.555 0.327 -2.875
O -2.307 -2.133 -3.549 1.638 4.742 -0.191
O 2.288 2.081 2.128 -2.355 0.870 1.201
N -0.354 -1.989 0.281 1.538 4.136 -1.353
N -0.940 0.449 -1.315 1.929 5.129 -3.719
C -0.241 0.582 -0.201 -0.593 -1.948 0.489
C 1.689 -0.056 1.990 0.745 -3.714 -2.526
C -0.543 -0.572 0.810 -1.855 -0.165 -1.187
C 0.086 -0.150 2.086 1.638 -1.976 2.101
C 2.188 0.960 2.939 4.156 1.015 0.523
C -1.575 -0.719 -1.868 1.198 -1.657 5.211
C -1.842 -1.007 -3.232 -0.750 -1.850 -2.153
H -2.527 -0.540 -1.381 -1.001 -1.529 -0.095
H 2.046 0.385 0.818 -1.188 -1.896 3.714
H 0.578 -2.166 -0.138 -0.878 -0.148 1.245
H -0.746 -2.582 0.921 -0.422 -2.317 1.697
H 2.352 -1.118 2.152 -2.323 2.784 -0.261
H -1.727 -0.302 0.861 2.370 -1.369 0.256
H 1.435 2.049 1.546 2.090 0.288 0.658
H -0.240 0.872 2.097 -0.262 0.522 1.142
H -0.237 -0.788 3.063 0.658 1.678 -2.391
H -0.952 -1.610 -1.307 -2.411 1.666 -1.501
H -1.814 0.270 -4.910 0.950 -0.852 3.444
H -0.848 1.436 -1.830 -0.521 -3.122 0.763



(3)
26
Properties=species:S:1:pos:R:3:forces:R:3 method="wB97M-V/def2-TZVPD" e_lumo_ev=0.15 e_above_lowest_kcal_mol=135.9 total_energy_ev=-20666.939
O -4.658 -0.806 -0.433 0.154 0.197 -0.241
O -0.136 -1.358 0.716 0.305 4.349 0.665
O -2.912 -2.042 0.015 0.999 -0.503 0.754
O 4.264 -1.696 -0.791 1.479 3.798 -0.712
O 3.850 0.623 -0.894 -2.666 -7.048 3.317
N 1.655 0.147 0.987 -4.434 1.907 1.517
N 0.069 1.904 -0.433 0.337 -1.175 -4.933
C -3.461 -0.950 -0.435 -2.269 1.895 -1.155
C 2.545 -0.942 0.816 -0.129 -0.767 -2.461
C 0.237 -0.143 0.893 1.738 -2.182 -1.013
C -2.471 0.107 -0.956 2.263 -0.579 0.455
C -2.061 1.083 0.301 -1.078 0.676 -0.266
C 3.511 -0.592 -0.383 3.498 3.997 -2.652
C -0.533 1.211 0.683 -1.941 -1.335 -1.672
H 3.254 -1.160 1.640 -0.773 -0.129 -0.222
H 5.105 -1.216 -1.290 -3.141 -1.752 1.522
H -2.867 0.714 -1.914 1.041 -1.707 2.352
H -0.920 1.885 -1.338 4.910 -0.085 2.998
H 1.743 -1.837 0.513 2.630 1.894 0.948
H 1.747 1.180 1.296 1.048 -2.670 -0.764
H -0.523 1.893 1.512 0.340 -0.148 1.063
H 1.083 1.363 -0.764 -4.123 2.039 0.559
H -2.452 2.133 -0.089 1.002 -1.890 1.535
H -2.011 -1.726 0.172 0.977 -1.148 0.435
H -2.570 0.813 1.270 -0.130 0.178 -1.225
H -1.490 -0.587 -1.095 -2.037 2.186 -0.804



(4)
22
Properties=species:S:1:pos:R:3:forces:R:3 method="wB97M-V/def2-TZVPD" s2=2.014 multiplicity=3 e_lumo_ev="-2.78 / -8.35" e_above_lowest_kcal_mol=99.5 total_energy_ev=-11908.314 total_charge=+1
N 2.766 1.034 0.289 2.994 2.540 0.695
N 2.167 -0.118 -0.158 1.007 3.810 -3.267
N 0.083 1.193 0.560 3.269 -1.884 -3.016
C 1.517 1.089 -0.335 -4.176 0.764 0.112
C 0.699 -1.934 -0.017 2.026 -0.528 0.303
C -0.954 0.216 -0.085 0.988 0.387 1.593
C -0.449 -1.213 -0.163 1.913 1.771 -0.504
C -1.629 0.774 -1.293 -0.798 -1.837 -0.807
C -1.949 0.117 1.046 0.577 -2.686 0.688
C 1.974 -1.294 0.238 -0.346 -6.438 2.600
H -1.569 1.782 -1.076 -0.351 2.515 -0.337
H -2.734 0.459 -1.226 1.796 0.409 -0.637
H 0.318 1.035 1.557 -0.383 0.012 -0.504
H 3.718 1.445 -0.198 -3.057 -1.494 0.986
H 1.302 1.429 -1.368 0.264 0.071 0.842
H -1.134 0.523 -2.256 -0.571 0.187 0.578
H -2.333 1.021 1.365 -0.934 1.959 0.399
H -1.278 -0.280 1.805 -0.706 -0.073 0.945
H -2.743 -0.641 0.908 0.400 0.586 -0.218
H -1.250 -1.807 -0.199 -3.318 -2.174 -0.099
H 2.871 -1.742 0.728 -1.056 -0.169 -0.683
H 0.604 -3.087 -0.123 0.465 2.271 0.332



(5)
25
Properties=species:S:1:pos:R:3:forces:R:3 method="wB97M-V/def2-TZVPD" e_lumo_ev=0.79 smiles="CN(N)[P@](N)(=S)Oc1ccccc1" total_energy_ev=-34095.238
S -1.820 -2.640 -1.414 0.410 1.536 -0.033
P -1.524 -0.691 -1.279 0.633 -0.499 0.061
O 0.007 -0.027 -1.574 -0.806 -1.580 0.407
N -1.878 -0.069 0.241 -1.493 0.475 -0.651
N -1.716 -0.731 1.515 1.841 3.674 -0.913
N -2.300 0.314 -2.386 -1.374 -0.101 -0.035
C -1.460 1.291 0.383 0.449 1.372 -0.407
C 1.243 -1.298 0.195 -1.704 0.066 -2.632
C 2.183 -1.216 1.183 1.289 0.996 -0.428
C 2.934 -0.059 1.324 -0.244 1.130 -0.688
C 2.719 1.073 0.490 0.556 -0.367 2.002
C 0.989 -0.164 -0.602 1.272 0.586 -0.286
C 1.798 1.007 -0.487 -3.212 1.050 -2.024
H -2.998 0.951 -1.983 0.731 -0.181 0.229
H -0.371 1.200 0.372 -0.093 1.322 0.308
H 3.727 0.097 2.019 0.273 -0.513 0.779
H -1.801 1.717 1.307 -0.153 -0.198 0.663
H -2.854 -0.167 -3.103 0.721 -0.298 0.331
H -0.681 -0.656 1.640 -1.110 -1.325 0.420
H 2.416 -2.114 1.674 0.355 -0.836 1.019
H -1.826 2.030 -0.375 0.446 -1.026 0.142
H 1.415 1.943 -1.115 1.196 -2.168 1.353
H -2.109 -1.573 1.299 -0.494 -3.547 0.143
H 3.136 2.037 0.801 0.332 -0.492 -0.507
H 0.771 -2.258 -0.127 0.178 0.925 0.748



(6)
26
Properties=species:S:1:pos:R:3:forces:R:3 method="wB97M-V/def2-TZVPD" e_lumo_ev=0.46 e_above_lowest_kcal_mol=0.0 total_energy_ev=-28345.122
S -0.355 -3.079 -1.493 -0.247 -0.136 0.336
O 2.825 -1.107 -0.720 0.569 -0.178 -0.421
O -2.044 0.527 -2.650 -0.229 -0.172 -0.362
N -0.334 1.422 -1.392 0.065 0.043 0.044
N -1.622 -0.088 -0.455 -0.263 0.196 0.329
N 0.774 -1.298 0.282 -2.257 2.779 0.708
N 1.601 0.739 -0.135 0.129 0.345 0.170
C 0.491 -2.651 0.112 0.146 -0.530 -0.681
C 0.200 2.524 0.740 -0.113 -0.379 -0.011
C -0.654 0.120 0.477 2.046 -2.504 -0.326
C 1.806 -0.634 -0.265 -0.288 -0.303 0.391
C -0.969 -0.037 1.925 0.051 0.135 -0.076
C -1.387 0.607 -1.653 -0.086 0.120 0.034
C 0.252 1.227 -0.072 0.322 0.452 -0.148
H 1.419 -3.230 0.134 -0.135 -0.019 0.146
H 0.688 -2.794 -2.265 0.266 0.093 -0.162
H -1.486 -0.979 2.091 -0.029 -0.071 0.026
H -1.619 0.776 2.248 -0.099 0.054 0.025
H 0.098 1.970 -2.115 -0.047 -0.043 -0.018
H 0.815 3.278 0.257 0.066 0.093 -0.059
H 0.590 2.341 1.737 0.040 0.055 0.087
H -2.305 -0.828 -0.412 0.056 0.087 -0.065
H -0.820 2.891 0.802 -0.086 0.080 -0.006
H 2.288 1.330 -0.580 -0.019 -0.106 0.044
H -0.193 -3.002 0.887 0.095 -0.082 -0.020
H -0.058 -0.026 2.513 0.046 -0.009 0.012



(7)
26
Properties=species:S:1:pos:R:3:forces:R:3 method="wB97M-V/def2-TZVPD" e_lumo_ev=0.66 e_above_lowest_kcal_mol=129.9 total_energy_ev=-28339.490
S -2.652 -0.339 -0.569 2.698 0.880 -1.315
O -3.891 -0.457 0.115 -2.369 -0.577 1.090
O 0.258 -2.695 0.586 2.155 -1.312 0.220
N -1.659 -1.421 0.391 -0.460 -0.048 0.674
N -2.077 1.137 -0.180 -2.060 1.993 3.981
N 1.792 -0.879 -0.333 0.960 0.052 -1.648
N 1.403 1.152 -1.284 1.352 0.611 -0.638
C -0.294 -1.539 0.347 -1.560 2.791 -1.783
C 0.434 -0.485 -0.126 0.750 -1.601 1.093
C 2.148 -0.054 -1.550 -1.538 -1.976 1.495
C -2.821 1.830 1.445 5.859 -0.988 -0.986
C -0.838 1.649 -0.504 0.129 0.301 -1.291
C 0.201 0.820 -0.698 -0.194 0.024 1.124
C 2.843 -0.935 0.689 -0.306 0.123 -0.326
H 1.460 1.792 -2.052 -0.572 0.490 -0.086
H -2.612 2.894 1.364 0.530 -0.112 -0.245
H -0.783 2.694 -0.848 -0.176 -0.476 0.079
H -3.810 1.719 1.354 -3.569 -1.189 -0.140
H -2.244 -2.222 0.474 0.091 -1.022 0.493
H 3.206 0.131 -1.628 0.333 -0.118 -0.277
H 3.113 0.090 0.983 0.532 -0.279 0.107
H 1.669 -0.674 -2.353 0.850 0.759 -0.100
H 3.618 -1.494 0.093 -0.060 0.680 1.451
H 2.523 -1.479 1.625 0.307 0.358 -1.146
H -2.246 1.356 2.344 -1.324 0.637 -1.965
H 1.260 -2.592 0.315 -2.361 0.000 0.138



(8)
25
Properties=species:S:1:pos:R:3:forces:R:3 method="wB97M-V/def2-TZVPD" e_lumo_ev="-3.68 / -4.28" e_above_lowest_kcal_mol=77.8 total_energy_ev=-16941.047 total_charge=+1
O 0.742 -1.447 0.930 -1.250 -0.639 0.013
N -0.202 1.281 0.010 -0.413 -1.482 0.227
N 0.752 0.875 -2.226 1.414 2.510 2.012
N -1.179 1.789 2.067 -1.332 -3.240 -1.249
N 2.778 -0.809 0.475 1.509 1.886 1.454
N -1.232 -0.085 -1.527 -1.447 -1.014 0.402
C -0.100 0.587 -1.175 -2.005 -2.186 0.324
C 1.910 -0.879 1.374 0.799 -1.273 -1.485
C 2.311 -1.345 -0.769 -0.151 0.475 1.415
C -1.062 0.910 0.991 -0.091 3.135 1.030
C 0.937 -1.724 -0.403 -0.526 1.311 -0.063
C -2.203 -0.457 -0.722 3.257 1.786 1.292
C -2.120 -0.170 0.845 0.361 1.324 -2.843
H 2.115 -0.878 2.419 -0.399 0.625 0.679
H 0.168 0.674 -2.966 -1.013 -0.763 -2.672
H 0.290 2.142 -0.040 0.456 0.872 1.045
H 3.020 -2.128 -0.824 0.527 -1.502 -1.196
H -1.891 -0.953 1.518 0.071 -1.284 0.369
H 1.012 1.883 -2.326 -0.007 -1.095 0.297
H -3.098 0.275 1.061 0.181 -0.030 0.571
H 0.208 -2.352 -0.867 -0.194 -0.208 -0.090
H -1.927 1.504 2.767 1.800 1.243 -1.101
H -0.597 2.605 2.061 -0.219 0.297 0.732
H -3.137 -0.695 -1.140 -0.917 -0.659 -0.462
H 2.507 -0.602 -1.533 -0.413 -0.091 -0.702



(9)
21
Properties=species:S:1:pos:R:3:forces:R:3 method="wB97M-V/def2-TZVPD" e_lumo_ev="-3.92 / -4.82" e_above_lowest_kcal_mol=129.0 total_energy_ev=-10978.830 total_charge=+1
O 1.409 1.451 -1.328 0.549 -0.225 -1.909
N -0.301 -2.169 1.366 1.921 -0.555 -1.225
C 1.378 -0.333 0.232 -0.583 1.408 2.960
C -1.304 0.955 -0.249 1.426 -1.616 1.870
C 0.262 -0.708 1.242 -2.095 0.737 -2.970
C -0.221 1.555 0.466 -1.109 2.913 0.642
C -1.428 0.446 -1.579 -1.279 0.368 -2.084
C 1.187 1.274 -0.018 0.171 -2.773 2.407
C -0.851 0.301 1.123 0.482 0.488 0.906
H 0.140 -2.786 0.606 -0.824 0.984 1.211
H 0.029 -2.561 2.258 -0.318 0.026 -0.190
H 1.551 -0.893 -0.641 -0.390 -0.778 -1.364
H -0.593 -0.071 -2.036 1.106 0.651 0.015
H -1.775 1.310 -2.276 0.532 -1.674 0.957
H 2.277 -0.436 0.816 0.781 0.001 0.061
H -0.492 2.647 0.806 0.823 -2.190 0.017
H -1.328 -2.272 1.294 0.551 0.429 0.107
H 1.202 2.335 -1.580 -0.074 1.133 -0.460
H -1.455 0.358 2.038 -0.173 0.386 -0.620
H -2.096 -0.397 -1.593 -1.275 0.077 -0.145
H 1.935 1.750 0.634 -0.222 0.210 -0.187



(10)
23
Properties=species:S:1:pos:R:3:forces:R:3 method="wB97M-V/def2-TZVPD" e_lumo_ev=-3.37 e_above_lowest_kcal_mol=0.0 total_energy_ev=-15078.642 total_charge=+1
O 0.031 0.538 0.159 0.117 0.646 0.416
O 2.781 0.774 -0.776 -1.552 0.084 0.985
O 0.438 -1.447 0.952 -1.980 2.578 0.629
N -2.471 0.665 1.079 2.897 -3.892 0.132
C -3.285 0.908 -1.175 -2.069 -3.864 -2.184
C -3.195 -0.058 -0.042 1.565 -0.637 0.819
C 3.342 -1.114 0.409 -1.552 5.134 -2.658
C 4.061 0.570 -0.876 1.945 -2.164 0.598
C 2.314 -0.198 0.064 -0.572 -2.082 0.799
C 0.878 -0.311 0.409 0.707 0.149 -1.167
C 4.468 -0.558 -0.191 -1.635 0.892 -0.633
H -2.349 1.065 -1.677 0.227 0.446 -0.198
H 5.381 -1.017 -0.246 2.288 -0.616 0.068
H 0.982 -2.167 0.834 2.298 -2.550 -0.335
H -2.662 0.125 1.940 0.569 0.423 -0.308
H -4.178 -0.314 0.314 -0.376 -0.090 0.221
H 4.715 1.147 -1.463 -0.020 1.105 -0.770
H -2.778 1.559 1.250 -1.053 2.726 0.151
H -1.281 0.662 0.821 -2.168 -0.246 0.238
H -4.056 0.324 -1.881 1.820 1.665 0.907
H -3.813 1.728 -0.804 -0.489 1.775 0.098
H 3.298 -1.843 1.086 -0.259 -3.004 2.319
H -2.623 -1.038 -0.187 -0.708 1.523 -0.126